[1]
Formula: C5H8O2S
Source: the Open Molecules 2025 dataset
Level of theory: ωB97M-V/def2-TZVPD

Summary:
SMILES: SC[C@@H]1[C@H]2OCO[C@@H]12
ΔE to the lowest compared entry with this formula, charge and spin: 182.80 kJ/mol
HOMO level: -9.1 eV
E: -20243.034 eV
LUMO energy: 0.924 eV

The geometry in ORCA input format:
```
! RIJCOSX wB97M-V def2-TZVPD def2/J DEFGRID3
* xyz 0 1
C 0.93 -1.27 1.30
C 0.65 -0.12 0.36
C -0.78 0.22 0.02
C -0.72 1.52 -1.79
C 0.10 -0.40 -1.01
H -0.29 -0.18 3.05
H 1.92 -1.68 1.13
H 0.23 -2.11 1.12
H 1.33 0.70 0.45
H -1.61 -0.33 0.48
H -1.60 1.23 -2.36
H -0.39 2.52 -2.07
H -0.02 -1.42 -1.36
O -1.01 1.53 -0.40
O 0.32 0.59 -1.98
S 0.93 -0.79 3.05
*
```

---

[2]
Formula: C5H8O3
Source: the Open Molecules 2025 dataset
Level of theory: ωB97M-V/def2-TZVPD

Summary:
SMILES: C1=C\OCOCCO/1
ΔE to the lowest compared entry with this formula, charge and spin: 741.69 kJ/mol
HOMO level: -9.0 eV
E: -11449.832 eV
LUMO energy: 0.886 eV

The geometry in ORCA input format:
```
! RIJCOSX wB97M-V def2-TZVPD def2/J DEFGRID3
* xyz 0 1
C 0.85 0.46 -0.26
C 1.46 0.80 1.15
C -0.34 -1.05 1.15
C -0.97 -1.23 0.01
C -0.73 0.48 -1.61
H -0.10 0.51 -0.03
H 1.22 -0.56 -0.66
H 1.24 1.75 1.62
H 2.50 0.84 1.13
H -0.81 -1.31 2.08
H -1.83 -1.91 0.19
H -1.31 0.44 -2.69
H -1.47 0.86 -0.97
O 0.70 -0.37 1.72
O -0.86 -0.87 -1.34
O 0.46 1.18 -1.50
*
```

---

[3]
Formula: C5H8O3
Source: the Open Molecules 2025 dataset
Level of theory: ωB97M-V/def2-TZVPD

Summary:
SMILES: OC1COC=COC1
ΔE to the lowest compared entry with this formula, charge and spin: 467.90 kJ/mol
HOMO level: -8.6 eV
E: -11452.670 eV
LUMO energy: 0.716 eV

The geometry in ORCA input format:
```
! RIJCOSX wB97M-V def2-TZVPD def2/J DEFGRID3
* xyz 0 1
C -1.14 -0.47 0.05
C -0.06 -1.44 -0.32
C 1.86 -0.01 0.29
C 1.25 1.19 0.33
C -1.08 0.82 -0.60
H -0.69 0.48 1.68
H -1.98 -0.88 -0.64
H 0.00 -1.56 -1.42
H -0.31 -2.44 0.16
H 3.03 0.30 0.61
H 1.82 2.11 0.63
H -2.02 1.46 -0.69
H -0.53 0.55 -1.51
O -1.40 -0.34 1.36
O 1.30 -1.34 0.09
O -0.05 1.56 -0.01
*
```

---

[4]
Formula: C5H8OS
Source: the Open Molecules 2025 dataset
Level of theory: ωB97M-V/def2-TZVPD

Summary:
SMILES: C=C1CCSCO1
ΔE to the lowest compared entry with this formula, charge and spin: 111.07 kJ/mol
HOMO level: -8.8 eV
E: -18196.151 eV
LUMO energy: 0.858 eV

The geometry in ORCA input format:
```
! RIJCOSX wB97M-V def2-TZVPD def2/J DEFGRID3
* xyz 0 1
C 1.63 -0.45 -1.94
C 0.71 0.07 -1.13
C -0.74 -0.28 -1.32
C -1.32 -0.77 0.01
C 0.78 0.47 1.18
H 2.67 -0.18 -1.81
H 1.42 -1.28 -2.65
H -0.85 -1.05 -2.02
H -1.31 0.59 -1.69
H -2.45 -0.83 0.08
H -0.92 -1.79 0.12
H 1.10 1.23 1.84
H 1.46 -0.41 1.35
O 0.95 0.99 -0.11
S -0.94 0.10 1.55
*
```

---

[5]
Formula: C5H8OS
Source: the Open Molecules 2025 dataset
Level of theory: ωB97M-V/def2-TZVPD

Summary:
ΔE to the lowest compared entry with this formula, charge and spin: 670.69 kJ/mol
HOMO level: -8.7 eV
E: -18190.351 eV
LUMO energy: -0.156 eV

The geometry in ORCA input format:
```
! RIJCOSX wB97M-V def2-TZVPD def2/J DEFGRID3
* xyz 0 1
C -2.96 0.22 0.26
C -0.01 0.10 -0.35
C 0.10 1.66 -0.17
C 1.11 -0.50 -0.33
C 2.37 0.14 0.23
H -3.02 0.52 1.32
H -3.74 -0.64 0.21
H -3.19 1.29 -0.34
H 1.07 2.11 -0.92
H -1.44 2.16 -0.52
H 0.26 1.81 1.29
H 1.20 -1.70 -0.43
H 2.47 1.24 0.47
O 3.45 -0.47 0.20
S -1.56 -0.80 -0.04
*
```

---

[6]
Formula: C5H8OS2
Source: the Open Molecules 2025 dataset
Level of theory: ωB97M-V/def2-TZVPD

Summary:
ΔE to the lowest compared entry with this formula, charge and spin: 298.00 kJ/mol
HOMO level: -8.7 eV
E: -29029.593 eV
LUMO energy: 0.651 eV

The geometry in ORCA input format:
```
! RIJCOSX wB97M-V def2-TZVPD def2/J DEFGRID3
* xyz 0 1
C -0.56 1.59 -1.93
C 0.31 1.04 -0.71
C 0.22 -1.23 0.31
C 0.95 -0.62 1.53
C -0.56 0.89 0.70
H -1.54 1.05 -2.24
H -0.63 2.73 -1.86
H 0.25 1.26 -2.92
H 0.98 1.95 -0.44
H 0.27 -2.18 0.40
H 1.96 -0.74 1.25
H 0.66 -1.14 2.44
H -1.08 1.85 1.08
O 0.36 0.68 1.86
S 0.99 -0.59 -1.15
S -1.36 -0.67 0.40
*
```

---

[7]
Formula: C5H8OS2
Source: the Open Molecules 2025 dataset
Level of theory: ωB97M-V/def2-TZVPD

Summary:
SMILES: C=C(SCC)C(O)=S
ΔE to the lowest compared entry with this formula, charge and spin: 220.03 kJ/mol
HOMO level: -8.9 eV
E: -29030.401 eV
LUMO energy: -0.524 eV

The geometry in ORCA input format:
```
! RIJCOSX wB97M-V def2-TZVPD def2/J DEFGRID3
* xyz 0 1
C -0.12 2.03 0.83
C 1.41 1.63 0.90
C 0.56 -0.46 -0.43
C 1.19 -0.91 -1.57
C -1.00 -0.57 -0.23
H -0.64 1.95 -0.12
H -0.62 1.29 1.56
H -0.25 3.07 1.20
H 1.85 2.03 1.74
H 1.87 1.78 -0.09
H 2.28 -1.09 -1.56
H 0.49 -1.03 -2.35
H -0.41 -0.53 1.50
O -1.30 -0.63 1.13
S 1.59 -0.06 1.06
S -1.98 -0.74 -1.56
*
```

---

[8]
Formula: C5H8S
Source: the Open Molecules 2025 dataset
Level of theory: ωB97M-V/def2-TZVPD

Summary:
ΔE to the lowest compared entry with this formula, charge and spin: 368.88 kJ/mol
HOMO level: -8.7 eV
E: -16145.814 eV
LUMO energy: 0.922 eV

The geometry in ORCA input format:
```
! RIJCOSX wB97M-V def2-TZVPD def2/J DEFGRID3
* xyz 0 1
C -0.72 1.93 0.08
C -0.47 0.80 -0.90
C -0.63 0.49 0.55
C 0.57 -0.03 -0.15
C 0.09 -1.90 -0.08
S 2.32 0.31 -0.08
H 0.13 2.52 0.30
H -1.73 2.45 -0.04
H -0.90 0.44 -1.81
H -1.28 -0.20 1.05
H -0.91 -1.89 -0.39
H 0.08 -2.16 0.98
H 0.87 -2.45 -0.52
H 2.56 -0.31 1.01
*
```

---

[9]
Formula: C5H8S
Source: the Open Molecules 2025 dataset
Level of theory: ωB97M-V/def2-TZVPD

Summary:
ΔE to the lowest compared entry with this formula, charge and spin: 498.93 kJ/mol
HOMO level: -8.1 eV
E: -16144.466 eV
LUMO energy: 0.423 eV

The geometry in ORCA input format:
```
! RIJCOSX wB97M-V def2-TZVPD def2/J DEFGRID3
* xyz 0 1
C 0.29 0.01 1.43
C 0.38 0.85 2.31
C -0.18 -1.21 -1.80
C 0.25 1.89 3.31
C -0.03 -1.83 -3.16
S -0.79 0.34 -1.69
H 0.49 -0.75 0.76
H -0.51 0.51 -0.25
H -0.04 1.41 4.32
H 1.16 2.44 3.39
H -0.69 2.52 3.03
H 1.14 -2.12 -3.17
H -0.64 -2.80 -3.12
H -0.28 -1.22 -4.14
*
```

---

[10]
Formula: C5H8S
Source: the Open Molecules 2025 dataset
Level of theory: ωB97M-V/def2-TZVPD

Summary:
SMILES: CC1CC(=S)C1
ΔE to the lowest compared entry with this formula, charge and spin: 106.15 kJ/mol
HOMO level: -8.5 eV
E: -16148.537 eV
LUMO energy: 0.061 eV

The geometry in ORCA input format:
```
! RIJCOSX wB97M-V def2-TZVPD def2/J DEFGRID3
* xyz 0 1
C 2.70 -0.01 -0.40
C 1.45 -0.04 0.44
C 0.34 -1.09 0.15
C -0.72 0.03 0.07
C 0.36 1.06 0.18
H 3.52 -0.63 -0.02
H 2.42 -0.20 -1.47
H 3.13 1.05 -0.49
H 1.72 -0.03 1.51
H 0.55 -1.49 -0.87
H 0.08 -1.84 0.88
H 0.14 1.82 0.93
H 0.57 1.56 -0.77
S -2.31 0.00 -0.15
*
```

---

Q: Number 1 is which compound?
A: C5H8O2S

---

Q: Which of these has the lowest E?
A: number 7

---

Q: The lowest LUMO energy belongs to which entry?
A: number 7

---

Q: Look up the LUMO energy of the first one.
A: 0.924 eV